The following is a quantum chemistry calculation of C23H20ClN3O3 in the gas phase, from the Open Molecules 2025 dataset.

```
50
Properties=species:S:1:pos:R:3
N 5.51 -5.17 0.27
C 4.91 -4.14 0.46
C 4.03 -3.02 0.69
C 3.99 -1.88 -0.09
C 2.83 -1.07 -0.01
C 1.84 -1.16 0.94
N 0.66 -0.41 0.91
N 0.78 0.95 0.92
C -0.49 1.33 0.87
C -0.89 2.68 0.64
C -0.14 3.86 0.98
C -0.64 5.10 0.69
C -1.88 5.30 0.10
C -2.27 6.67 -0.08
O -1.75 7.65 0.54
O -3.33 6.77 -0.91
C -2.69 4.21 -0.25
C -2.18 2.86 0.04
C -3.01 1.69 -0.34
O -2.37 0.40 -0.38
C -1.56 0.17 0.77
C -0.68 -1.06 0.74
C -0.86 -1.98 -0.50
C -0.64 -3.41 -0.14
C 0.13 -4.08 -1.25
C 0.76 -2.99 -2.01
C 0.00 -1.66 -1.77
C 2.02 -2.21 1.82
C 3.11 -3.08 1.68
Cl 3.08 -4.51 2.64
H 4.75 -1.58 -0.89
H 2.73 -0.46 -0.87
H 0.71 3.56 1.62
H 0.00 5.95 0.91
H -3.27 7.75 -1.17
H -3.65 4.47 -0.75
H -3.85 1.69 0.29
H -3.32 1.93 -1.35
H -2.17 0.18 1.67
H -0.93 -1.53 1.68
H -1.95 -2.04 -0.71
H -0.07 -3.51 0.77
H -1.60 -3.84 0.07
H -0.43 -4.73 -1.88
H 0.90 -4.75 -0.85
H 0.70 -3.20 -3.06
H 1.82 -2.96 -1.70
H 0.72 -0.88 -1.73
H -0.68 -1.47 -2.61
H 1.31 -2.42 2.58
```

Summary:
HOMO: -8.05 eV
orbital gap: 0.2773 Eh
energy above the lowest of the compared OMol25 structures with the same formula, charge and spin: 4.8611 eV
lowest unoccupied orbital energy: -0.5058 eV
charge: 0
multiplicity: 1
molar mass: 421.88 Da


The following is a quantum chemistry calculation of a molecular structure, C14H39NOP2SiTc, from the Open Molecules 2025 dataset.

```
59
Properties=species:S:1:pos:R:3
Tc -0.09 0.06 -0.33
Si -2.45 0.54 -0.65
P -0.66 -2.24 -0.20
P 0.21 2.33 -0.18
H 1.66 0.67 -1.65
C 0.86 -3.17 0.24
H 0.73 -4.25 0.10
H 1.15 -2.96 1.27
H 1.73 -2.84 -0.35
C -1.26 -3.01 -1.76
H -1.58 -4.04 -1.60
H -0.49 -2.97 -2.53
H -2.10 -2.42 -2.13
C -1.86 -2.98 0.98
H -2.17 -3.98 0.62
H -2.73 -2.33 1.06
H -1.41 -3.10 1.97
C 1.92 2.69 0.38
H 2.19 3.76 0.30
H 2.62 2.11 -0.23
H 2.05 2.35 1.41
C 0.09 3.27 -1.76
H 0.28 4.33 -1.59
H -0.91 3.16 -2.19
H 0.81 2.90 -2.49
C -0.71 3.47 0.95
H -0.44 4.51 0.75
H -0.47 3.24 1.99
H -1.78 3.33 0.82
C -3.00 0.73 -2.39
H -2.78 -0.21 -2.91
H -2.46 1.56 -2.85
H -4.08 0.93 -2.38
H -3.40 -0.57 -0.08
H -3.06 1.77 0.11
C 1.66 -0.15 -2.44
O 0.21 -0.75 -2.47
C 2.72 -1.20 -2.04
H 3.43 -1.49 -2.91
H 2.36 -2.22 -1.87
H 3.30 -0.96 -1.15
C 2.10 0.62 -3.69
H 3.19 0.88 -3.68
H 1.42 1.44 -3.78
H 1.96 0.07 -4.66
C 1.04 -1.33 3.40
C 0.10 -0.23 2.94
C -1.33 -0.52 3.39
C 0.57 1.07 3.60
N 0.16 -0.09 1.46
H 1.08 -1.45 4.49
H 2.04 -1.11 3.04
H 0.74 -2.28 2.98
H -1.33 -0.56 4.48
H -2.04 0.24 3.05
H -1.71 -1.47 3.01
H 1.56 1.36 3.22
H -0.12 1.90 3.38
H 0.64 0.95 4.70
```

Summary:
HOMO (alpha / beta): -6.64 / -7.92 eV
orbital gap (alpha / beta): 0.2683 / 0.2700 Eh
lowest unoccupied orbital energy (alpha / beta): 0.6634 / -0.5740 eV
charge: 0
multiplicity: 4
molar mass: 425.51 Da


The following is a quantum chemistry calculation of a molecular structure, C11H23N2O5P2Ti, from the Open Molecules 2025 dataset.

```
44
Properties=species:S:1:pos:R:3
Ti -0.29 -0.77 -0.09
P -2.62 0.23 -0.24
C -2.04 1.97 0.02
C -0.78 2.14 0.86
N 0.10 1.11 0.90
C 1.19 1.19 1.69
C 1.40 2.29 2.52
C 0.56 3.40 2.44
C -0.55 3.31 1.60
C 2.09 -0.02 1.79
P 2.06 -1.17 0.35
H -1.31 4.10 1.58
H 2.22 2.23 3.23
H 0.75 4.29 3.05
H 3.14 0.28 1.92
H 1.79 -0.60 2.67
H -1.91 2.41 -1.00
H -2.87 2.52 0.49
H 1.16 0.85 -4.29
O 0.76 1.63 -3.84
H 0.97 2.35 -4.44
H 2.28 -2.32 -3.60
O 2.87 -1.64 -3.99
H 3.48 -2.14 -4.56
C 3.34 -0.48 -0.72
H 4.28 -0.48 -0.17
H 3.42 -1.06 -1.65
H 3.04 0.55 -0.96
C 2.62 -2.76 1.00
H 2.61 -3.49 0.19
H 3.64 -2.68 1.41
H 1.93 -3.08 1.79
C -3.62 -0.09 1.25
H -4.48 0.59 1.27
H -3.96 -1.13 1.21
H -2.99 0.07 2.14
C -3.82 0.30 -1.59
H -4.21 -0.71 -1.76
H -4.66 0.97 -1.35
H -3.32 0.67 -2.49
O -2.04 -4.71 -0.76
N -2.49 -3.95 0.08
O -3.26 -4.17 1.01
O -0.44 -1.98 1.03
```

Summary:
HOMO (alpha / beta): -10.46 / -11.92 eV
orbital gap (alpha / beta): 0.2750 / 0.2854 Eh
energy above the lowest of the compared OMol25 structures with the same formula, charge and spin: 0.7212 eV
lowest unoccupied orbital energy (alpha / beta): -2.9775 / -4.1554 eV
charge: +1
multiplicity: 3
molar mass: 373.13 Da


The following is a quantum chemistry calculation of a gas-phase ion, C4H9IN (charge +1), from the Open Molecules 2025 dataset.

```
15
Properties=species:S:1:pos:R:3
C -1.27 0.44 -0.06
N 0.16 0.23 0.04
C 0.45 -1.05 0.77
C 0.65 0.44 -1.24
C 2.04 1.02 -1.49
I 3.01 1.28 -3.28
H -1.82 0.19 0.81
H -1.50 1.47 -0.34
H -1.54 -0.09 -0.93
H 0.53 1.10 0.60
H 0.10 -1.91 0.13
H 1.58 -1.15 1.12
H -0.11 -1.08 1.80
H 0.06 -0.07 -2.06
H 2.60 1.43 -0.67
```

Summary:
HOMO: -12.98 eV
orbital gap: 0.3255 Eh
energy above the lowest of the compared OMol25 structures with the same formula, charge and spin: 2.7965 eV
lowest unoccupied orbital energy: -4.1193 eV
charge: +1
multiplicity: 1
molar mass: 198.03 Da


The following is a quantum chemistry calculation of C4H2ClN in the gas phase, from the Open Molecules 2025 dataset.

```
8
Properties=species:S:1:pos:R:3
C -2.56 0.38 -0.05
C -1.36 0.23 -0.13
C -0.01 0.04 0.41
Cl 0.70 -1.47 -0.10
C 0.82 1.13 0.10
N 1.51 1.98 -0.20
H -3.57 0.36 -0.33
H -0.17 0.03 1.46
```

Summary:
HOMO: -11.22 eV
orbital gap: 0.4267 Eh
energy above the lowest of the compared OMol25 structures with the same formula, charge and spin: 0.6278 eV
lowest unoccupied orbital energy: 0.3865 eV
charge: 0
multiplicity: 1
molar mass: 99.52 Da


The following is a quantum chemistry calculation of 2 unconnected molecules or ions with the total composition C6H10O, from the Open Molecules 2025 dataset.

```
17
Properties=species:S:1:pos:R:3
C -1.77 0.65 -0.61
C -2.24 0.21 -1.85
C 0.06 -0.88 0.04
C -0.85 0.12 0.35
C 2.26 -1.77 0.40
C 1.00 -1.43 0.93
H -2.20 1.56 -0.33
H -2.88 0.80 -2.54
H -1.72 -0.66 -2.22
H 0.09 -1.19 -0.99
H -0.85 0.40 1.41
H 2.33 -1.66 -0.73
H 3.03 -1.90 1.09
H 0.77 -1.44 1.99
H 0.29 1.82 0.27
H 1.30 2.89 0.16
O 1.14 2.25 0.79
```

Summary:
HOMO (alpha / beta): -14.09 / -14.95 eV
orbital gap (alpha / beta): 0.3062 / 0.2656 Eh
energy above the lowest of the compared OMol25 structures with the same formula, charge and spin: 2.8147 eV
lowest unoccupied orbital energy (alpha / beta): -5.7612 / -7.7213 eV
charge: +1
multiplicity: 2
molar mass: 98.14 Da


So what do the calculations give for maximum force? Going down the list: 5.59 4.89 3.11 8.82 2.42 6.19 eV/Å.
So what do the calculations give for total energy? Going down the list: -47307.662 -47339.375 -66683.409 -13875.106 -18189.795 -8420.339 eV.